ORCA calculation (ωB97M-V/def2-TZVPD) on a cluster of 10 separate species, C27H72F6N9O9P in total in a non-equilibrium geometry.

Structure (XYZ):
```
124
Properties=species:S:1:pos:R:3:lowdin_charge:R:1
C -4.25511 0.82968 -20.05425 0.056
C -4.34550 0.60971 -21.53016 -0.370
O -4.38775 1.41840 -22.37581 0.223
N -4.40291 -0.87912 -22.01122 0.073
H -3.73369 -1.46848 -21.50633 0.175
H -5.27441 -1.31262 -21.68728 0.171
C -4.31084 -1.04673 -23.52910 0.016
H -4.74599 1.75594 -19.77246 0.127
H -3.20452 0.77544 -19.75228 0.128
H -4.72764 -0.00302 -19.51954 0.097
H -4.44103 -2.11665 -23.65293 0.072
H -3.29689 -0.72511 -23.74479 0.102
H -5.06585 -0.41743 -23.97868 0.105
C -11.80898 -9.81827 -27.11947 0.064
C -10.71756 -8.95874 -26.53758 -0.361
O -10.63971 -7.77103 -26.60444 0.129
N -9.63902 -9.78275 -25.79745 0.107
H -10.18920 -10.48716 -25.28703 0.197
H -9.01905 -10.32499 -26.40961 0.200
C -8.80494 -8.89144 -24.92857 0.015
H -12.17115 -10.50514 -26.34949 0.124
H -11.32381 -10.37797 -27.92695 0.132
H -12.62522 -9.19201 -27.45307 0.093
H -9.44254 -8.55266 -24.11149 0.114
H -8.38144 -8.06090 -25.47390 0.087
H -8.12350 -9.55480 -24.39477 0.120
C -11.60293 1.76797 -30.16260 0.056
C -11.97201 0.89533 -28.99774 -0.383
O -12.82349 1.14032 -28.23069 0.239
N -11.34244 -0.52206 -28.88936 0.082
H -11.98665 -1.08940 -28.33225 0.173
H -11.39494 -0.96627 -29.81345 0.180
C -9.92269 -0.53117 -28.37230 0.018
H -12.33838 1.57184 -30.94822 0.133
H -10.57018 1.59856 -30.47550 0.081
H -11.67806 2.82005 -29.89241 0.128
H -9.59660 -1.55311 -28.20079 0.070
H -9.88227 0.10632 -27.49497 0.118
H -9.27811 -0.13894 -29.15334 0.090
C -9.33582 -5.07343 -28.90763 0.033
C -10.18672 -6.17699 -29.57101 -0.376
O -9.75871 -7.14108 -30.08402 0.221
N -11.65437 -5.81736 -29.88303 0.100
H -11.83954 -4.81703 -29.83574 0.169
H -11.83931 -6.09129 -30.86000 0.205
C -12.62602 -6.60236 -29.03116 0.034
H -9.69517 -4.82964 -27.90628 0.081
H -9.41255 -4.15678 -29.49870 0.090
H -8.28977 -5.35536 -28.91780 0.082
H -12.39974 -6.42069 -27.98541 0.087
H -12.63936 -7.64812 -29.31752 0.114
H -13.61584 -6.19076 -29.23196 0.125
C -12.60431 -3.46253 -21.74574 0.058
C -11.63986 -4.08600 -22.69148 -0.383
O -11.16044 -5.15850 -22.65623 0.197
N -11.32477 -3.26754 -23.98949 0.079
H -11.58927 -3.84807 -24.79404 0.172
H -11.94285 -2.47992 -24.22514 0.184
C -9.85577 -2.90050 -24.04376 0.011
H -13.55229 -3.33283 -22.28643 0.126
H -12.27017 -2.53071 -21.29191 0.119
H -12.85914 -4.20822 -20.99349 0.124
H -9.35124 -3.85997 -24.03706 0.087
H -9.68558 -2.30456 -23.14845 0.115
H -9.51108 -2.26777 -24.85596 0.081
C -2.88789 -6.60270 -26.00632 0.031
C -3.79343 -7.77688 -26.16373 -0.384
O -4.36255 -8.31347 -25.27712 0.189
N -4.19855 -8.19785 -27.56518 0.103
H -3.39700 -8.21340 -28.21258 0.202
H -4.45000 -9.19576 -27.54340 0.200
C -5.29401 -7.32246 -28.12907 0.042
H -2.76546 -5.93998 -26.86389 0.084
H -1.90312 -6.94487 -25.68114 0.126
H -3.33688 -5.94308 -25.26573 0.070
H -6.21221 -7.47761 -27.57652 0.097
H -5.27453 -7.52221 -29.19662 0.122
H -5.01293 -6.27847 -27.98586 0.087
C -5.63487 -0.43968 -32.64229 0.039
C -4.99646 0.58869 -31.78525 -0.381
O -3.96566 1.12123 -31.92864 0.249
N -5.77409 0.99829 -30.48471 0.084
H -5.92997 2.01539 -30.41506 0.199
H -6.76639 0.75653 -30.57002 0.160
C -5.02372 0.50015 -29.29073 0.002
H -6.47546 0.00668 -33.18388 0.120
H -6.02043 -1.29594 -32.08054 0.092
H -4.91689 -0.83789 -33.35493 0.122
H -5.02326 -0.55835 -29.05957 0.092
H -5.31232 1.11967 -28.44152 0.107
H -3.98990 0.82116 -29.42191 0.111
C -5.15980 -5.72016 -22.67762 0.026
C -4.76447 -6.47317 -21.40720 -0.374
O -4.46408 -7.60685 -21.39683 0.225
N -4.68814 -5.73912 -20.06136 0.086
H -3.77432 -5.31719 -19.85566 0.191
H -5.25342 -4.88971 -20.14233 0.161
C -5.15048 -6.58932 -18.85473 0.079
H -4.49689 -4.95508 -23.07644 0.077
H -6.16212 -5.30371 -22.53814 0.092
H -5.20296 -6.54262 -23.38890 0.076
H -4.70278 -7.57519 -18.90038 0.116
H -6.23560 -6.61689 -18.85964 0.113
H -4.80982 -5.98289 -18.01904 0.119
C -2.01862 -2.58383 -26.72768 0.040
C -0.54575 -2.56220 -27.15290 -0.379
O -0.19118 -2.71739 -28.25892 0.226
N 0.53868 -2.37024 -26.08482 0.101
H 0.13786 -2.04810 -25.20640 0.162
H 1.10661 -3.20401 -25.89856 0.197
C 1.49372 -1.25301 -26.54547 0.061
H -2.20405 -2.18416 -25.72918 0.066
H -2.35830 -3.61580 -26.74208 0.071
H -2.54028 -1.95956 -27.44582 0.093
H 2.04769 -1.51241 -27.43948 0.122
H 2.17933 -1.12569 -25.70573 0.121
H 0.93382 -0.32200 -26.57890 0.115
P -6.45477 -3.35187 -26.24530 0.201
F -5.20816 -4.34723 -25.86857 -0.191
F -6.64387 -2.77945 -24.74742 -0.162
F -5.35104 -2.19652 -26.57582 -0.163
F -7.75611 -2.46558 -26.68394 -0.179
F -6.32837 -3.92000 -27.76103 -0.172
F -7.42200 -4.63032 -25.89779 -0.195
```

The value obtained for the gap between HOMO and LUMO is 9.538 eV. The calculation puts the HOMO energy at -26.197 eV. As for the LUMO energy: -16.7 eV. The spin multiplicity is 1. The total charge is +8.